1.
Entry from the OMol25 dataset: a cluster of 10 separate species, C48H80FN13S2 in total (wB97M-V/def2-TZVPD).

Geometry as XYZ:
```
144
Properties=species:S:1:pos:R:3:forces:R:3
H -1.32380 5.05717 4.01258 0.01 0.04 0.04
N -1.85991 4.36480 4.53695 -0.09 -0.19 -0.16
C -2.11171 3.34530 3.82140 0.14 0.28 0.03
C -2.88670 2.20584 4.42838 0.25 -0.07 -0.01
C -1.66640 3.20810 2.37213 -0.08 -0.07 0.33
C -2.56871 4.02650 1.41655 0.23 -0.04 -0.03
C -2.05612 5.39724 1.43995 -0.16 0.29 -0.07
N -1.65346 6.47239 1.45150 0.07 -0.01 0.08
C -2.66200 3.48167 -0.04669 -0.18 0.46 -0.25
C -1.41394 2.81110 -0.41922 0.02 -0.54 -0.01
N -0.45567 2.31307 -0.81136 0.07 0.25 0.05
C -3.92704 2.60284 -0.23169 -0.12 0.20 0.47
C -4.34778 1.64982 0.88080 0.20 -0.62 -0.29
C -3.50965 0.37378 1.11571 -0.65 0.11 0.22
S -2.75662 -0.31808 -0.35341 0.07 -0.02 -0.10
C -1.10098 -0.72602 0.15776 -0.18 0.16 -0.34
S -0.52022 -0.42337 1.66626 0.20 0.04 0.06
N -0.41005 -1.27981 -0.88079 0.23 -0.80 1.03
C 1.04466 -1.43453 -0.70795 0.30 0.10 -0.34
C 1.79358 -0.11252 -0.71455 0.00 0.09 0.06
C 3.31117 -0.32161 -0.51918 -0.50 0.40 -0.14
C 3.91508 0.56872 0.57354 0.27 0.15 0.03
C 4.64414 1.81639 0.04227 0.27 0.01 0.35
C 5.84280 2.24585 0.90545 0.00 0.14 0.23
C 5.50715 3.36286 1.89179 -0.16 0.30 -0.03
C 5.37062 4.72743 1.21228 -0.05 -0.38 -0.12
C -1.06685 -2.41128 -1.58573 -0.57 0.39 -0.58
C -1.70355 -3.50306 -0.73660 0.29 -0.30 0.04
C -0.73834 -4.29819 0.16128 -0.26 -0.08 0.11
C -1.24131 -4.42584 1.60216 0.01 -0.68 -0.53
C -0.19315 -5.04918 2.52292 0.19 0.46 0.78
C 0.44841 -4.00517 3.46996 0.05 -0.51 -0.53
C -0.22992 -3.92633 4.83204 -0.08 0.54 0.15
C -1.75766 -3.87205 4.77646 0.46 -0.08 -0.07
C -2.75523 4.66178 -1.05767 -0.23 -0.34 -0.47
C -3.03026 4.23697 -2.50742 0.61 0.16 0.17
C -2.21777 5.04918 -3.49639 0.19 -0.23 0.13
F -4.39374 4.37016 -2.78015 -0.07 -0.15 0.01
H -2.75111 1.28492 3.86926 -0.06 -0.09 -0.09
H -2.51510 2.03498 5.43520 -0.15 0.07 0.14
H -3.94890 2.44088 4.47649 -0.05 -0.04 0.02
H -1.62501 2.15759 2.09678 -0.07 -0.02 -0.17
H -0.64879 3.58985 2.29883 0.09 -0.05 -0.12
H -3.58505 4.08513 1.80816 -0.09 -0.08 -0.02
H -3.88456 2.05584 -1.16869 0.20 0.01 -0.11
H -4.74185 3.32034 -0.34759 -0.07 0.03 0.02
H -5.36049 1.33516 0.63671 -0.11 0.12 -0.02
H -4.43275 2.15512 1.84047 -0.03 0.10 0.08
H -2.75892 0.53928 1.87385 0.45 -0.09 -0.13
H -4.16957 -0.38965 1.52612 -0.04 -0.03 0.07
H 1.31049 -2.01414 0.17589 -0.18 0.03 0.17
H 1.39292 -2.00789 -1.56648 -0.05 -0.15 0.01
H 1.57402 0.40763 -1.64680 0.01 0.04 -0.08
H 1.41378 0.52940 0.07530 -0.04 0.03 0.03
H 3.49596 -1.37332 -0.31156 0.08 -0.10 0.07
H 3.79811 -0.06496 -1.46050 0.20 -0.25 -0.08
H 4.61552 -0.00477 1.18212 0.08 -0.11 -0.05
H 3.13568 0.90441 1.25796 -0.11 -0.17 0.12
H 4.98838 1.64879 -0.97693 -0.09 -0.06 -0.12
H 3.94834 2.65595 0.03343 -0.13 0.04 -0.36
H 6.66856 2.59184 0.28017 0.02 -0.01 -0.10
H 6.22636 1.39386 1.46863 0.00 -0.15 -0.07
H 6.27168 3.44207 2.66487 0.09 -0.11 0.03
H 4.56730 3.12983 2.39934 0.00 -0.09 0.12
H 5.27688 5.53165 1.93731 0.02 0.10 0.03
H 6.23713 4.90416 0.57542 0.09 0.18 0.05
H 4.49487 4.74935 0.56349 -0.07 0.07 -0.05
H -1.83904 -1.99529 -2.23793 -0.01 0.01 -0.06
H -0.33400 -2.86695 -2.24591 0.13 0.15 0.12
H -2.54017 -3.12739 -0.14845 0.03 0.20 0.08
H -2.14826 -4.19468 -1.45602 -0.09 0.03 -0.09
H -0.67469 -5.31751 -0.22535 0.22 -0.04 -0.09
H 0.27841 -3.90922 0.13149 0.04 0.21 0.04
H -1.59884 -3.46667 1.96780 0.09 0.13 0.11
H -2.10951 -5.08482 1.56227 -0.19 0.12 0.08
H -0.63138 -5.81560 3.16413 -0.09 -0.19 -0.14
H 0.58926 -5.54203 1.94517 -0.02 -0.02 -0.19
H 0.42351 -3.04085 2.96108 0.01 0.18 0.07
H 1.50309 -4.25408 3.60348 0.08 0.09 0.12
H 0.09630 -4.75629 5.46108 -0.03 -0.12 0.01
H 0.11945 -3.01303 5.32131 0.11 -0.04 0.12
H -2.15390 -4.82805 4.44557 -0.25 0.03 -0.06
H -2.17855 -3.63665 5.75133 -0.05 -0.04 0.09
H -2.07160 -3.10488 4.07203 -0.18 0.04 -0.02
H -1.81215 5.19913 -1.07895 0.01 0.17 0.28
H -3.55991 5.33299 -0.76003 0.04 0.15 0.08
H -2.74463 3.19117 -2.63440 -0.35 -0.16 -0.12
H -2.63576 4.98042 -4.49670 -0.09 0.09 -0.05
H -1.22190 4.60528 -3.54165 0.09 0.06 -0.01
H -2.09132 6.08539 -3.18984 -0.23 0.14 -0.10
C -4.20070 3.13456 -6.99973 -0.24 -0.03 0.01
C -2.76869 3.36122 -7.12536 -0.01 0.02 0.06
N -1.63958 3.54621 -7.20478 0.06 -0.02 -0.01
H -4.43493 2.08223 -7.14934 0.06 -0.01 -0.01
H -4.54716 3.42712 -6.00919 0.06 0.02 0.02
H -4.74509 3.71730 -7.74043 0.05 0.02 -0.02
C 1.00865 5.73424 -0.54204 -0.02 -0.13 0.26
C 1.57057 6.12174 -1.82560 -0.05 -0.10 -0.03
N 1.99478 6.39765 -2.85512 0.08 0.01 -0.08
H 0.80328 4.66228 -0.53032 0.03 0.01 -0.09
H 1.70173 5.95496 0.26835 0.06 0.06 -0.05
H 0.08330 6.26973 -0.34274 0.02 0.09 -0.05
C 3.79814 3.92175 -4.76368 -0.19 0.22 0.03
C 4.77339 2.84403 -4.82728 -0.01 0.03 0.01
N 5.54302 1.99464 -4.87481 0.03 -0.10 0.00
H 4.07079 4.65120 -4.00343 0.04 -0.03 0.02
H 3.73001 4.43898 -5.71872 0.06 -0.05 -0.04
H 2.81131 3.53401 -4.51777 0.02 -0.06 0.02
C 1.54329 -1.80422 -5.53924 0.04 0.18 -0.18
C 1.35987 -2.86505 -4.56155 0.01 0.02 0.06
N 1.20924 -3.68485 -3.77289 0.07 -0.10 -0.08
H 1.35883 -2.17645 -6.54524 -0.01 -0.05 0.02
H 0.85515 -0.98373 -5.34213 -0.03 -0.03 0.06
H 2.55963 -1.41704 -5.49479 0.03 -0.03 0.05
C 3.89659 -5.87522 2.01751 0.14 -0.31 0.33
C 3.49563 -4.74623 1.20009 0.02 0.00 -0.04
N 3.19717 -3.87390 0.51586 -0.02 0.04 -0.05
H 3.61953 -5.74144 3.06256 -0.09 0.18 -0.05
H 3.43036 -6.79053 1.66000 -0.05 0.02 -0.04
H 4.97627 -6.00800 1.96138 0.01 0.08 -0.10
C 6.21444 -3.48243 -1.67172 -0.06 0.19 -0.18
C 6.42534 -4.53378 -0.69003 -0.03 0.09 0.08
N 6.58705 -5.34039 0.10906 0.02 -0.13 -0.01
H 5.83008 -3.89885 -2.60113 -0.01 -0.05 0.02
H 5.49294 -2.75836 -1.29490 -0.03 -0.06 0.07
H 7.14870 -2.96609 -1.88474 0.04 -0.04 0.04
C 3.30126 -7.52173 -1.71421 -0.01 0.14 -0.21
C 3.37362 -8.33539 -0.51056 0.01 0.03 0.02
N 3.43312 -8.94858 0.45733 -0.03 -0.07 -0.01
H 4.18833 -7.67186 -2.32698 0.03 -0.04 0.05
H 2.42380 -7.78544 -2.30172 -0.02 -0.03 0.04
H 3.23485 -6.46534 -1.45333 0.00 -0.01 0.07
C -5.78474 -6.26080 1.01137 -0.13 -0.13 -0.17
C -5.04582 -5.46860 1.98210 0.03 -0.01 0.01
N -4.45005 -4.84983 2.74216 -0.09 0.05 0.05
H -6.72798 -5.77762 0.76321 0.01 0.05 0.04
H -5.20606 -6.37697 0.09640 0.05 0.04 0.03
H -5.99924 -7.25020 1.41107 0.03 0.01 0.06
C -6.65533 3.64051 4.40739 0.04 0.06 0.22
C -6.92587 3.29097 3.02035 -0.01 0.02 -0.01
N -7.13585 3.01871 1.92560 0.03 0.02 -0.02
H -6.86359 2.79506 5.06076 -0.01 -0.04 -0.05
H -5.61190 3.92716 4.53591 -0.02 0.02 -0.06
H -7.27891 4.47704 4.71693 -0.03 0.01 -0.06
```
Forces are in eV/Å.

Results
SMILES   [H]/N=C(/C)C[C@@H](C#N)[C@@](C#N)(CCCSC(=S)N(CCCCCCCC)CCCCCCCC)C[C@H](C)F.CC#N.CC#N.CC#N.CC#N.CC#N.CC#N.CC#N.CC#N.CC#N
M   922.391 g/mol

---

2.
Entry from the OMol25 dataset: a cluster of 9 separate species, C11H40N10O9 in total (wB97M-V/def2-TZVPD).

Geometry as XYZ:
```
70
Properties=species:S:1:pos:R:3:forces:R:3
N -3.02796 0.51653 1.49205 -1.30 -1.73 0.90
C -2.60324 1.68481 1.07321 -1.17 2.00 -8.16
N -1.90721 2.27781 1.96155 3.35 5.07 2.32
O -2.76864 2.15667 -0.19254 0.53 -2.10 5.98
H -3.52468 -0.00086 0.80926 -0.96 -1.00 -0.38
H -3.35353 0.49067 2.45542 -0.17 -0.14 -0.51
H -1.58136 3.24229 1.67080 -0.27 -1.74 0.85
H -1.49957 1.80802 2.77662 -0.42 0.48 -0.73
N 2.85971 3.35755 3.68779 0.98 2.30 1.27
C 2.51058 3.66506 2.44239 0.23 7.89 -2.17
N 1.96605 2.64531 1.81671 -2.29 0.06 -3.13
O 2.59908 4.94812 1.88719 -0.13 -7.27 3.39
H 3.18780 4.15430 4.21888 0.13 -0.38 0.03
H 2.96485 2.45301 4.07339 -0.04 -0.71 0.08
H 1.40350 2.85437 0.94535 0.39 0.27 0.93
H 1.73478 1.85050 2.34135 -0.72 -1.01 0.81
N -1.74969 -2.47632 3.50039 -2.42 -1.88 2.88
C -0.68969 -2.21609 2.79545 6.75 -4.47 -1.39
N -0.77835 -1.16176 2.01493 -0.02 2.26 -1.38
O 0.41906 -3.06677 2.78455 -5.28 4.30 0.47
H -1.72652 -3.30904 4.12445 -0.08 1.26 -0.89
H -2.50767 -1.80280 3.58147 0.39 -0.54 0.05
H 0.03311 -0.97716 1.41323 -0.61 -0.41 0.33
H -1.68960 -0.62925 1.83196 1.82 -1.05 0.21
N 2.06636 -3.62416 -3.47761 3.15 -4.13 -2.22
C 1.40278 -2.59834 -3.01430 -7.24 0.25 0.97
N 2.05056 -1.72080 -2.33207 2.36 3.24 1.76
O 0.03882 -2.49824 -3.04481 5.59 -0.82 -0.71
H 1.57486 -4.36784 -3.96713 -0.32 0.71 0.26
H 3.11352 -3.92194 -3.41213 -2.75 1.70 0.34
H 1.62178 -1.02808 -1.70017 -0.18 -0.85 -0.67
H 3.06179 -1.65487 -2.29797 -0.35 -0.44 -0.24
N 4.31746 0.53438 -1.58278 0.91 -0.49 -2.93
C 3.63058 1.45978 -0.91873 -2.51 4.61 -2.71
N 3.60637 1.31002 0.38183 -0.16 -0.85 3.07
O 2.97082 2.50622 -1.52486 3.28 -5.22 2.52
H 4.40836 0.76565 -2.59757 0.14 -0.67 1.41
H 4.89309 -0.20813 -1.15196 -0.65 1.11 -0.44
H 2.89673 1.88094 0.91816 1.48 -0.32 -0.61
H 4.07812 0.55649 0.93807 -0.40 1.06 -1.34
C -4.58088 -0.59257 -1.66538 -2.50 -4.66 -1.08
C -4.26325 -1.94855 -1.00385 2.18 1.42 -1.64
O -4.13418 -1.68181 0.37519 0.14 -0.85 0.53
H -3.88234 0.12564 -1.66185 2.77 2.40 0.49
H -5.47102 -0.32121 -1.20125 -1.59 1.27 0.86
H -4.86805 -0.79484 -2.69594 0.11 0.06 -0.25
H -3.32642 -2.32430 -1.44009 0.31 0.25 0.47
H -4.88663 -2.78087 -1.22677 -1.53 -0.23 0.03
H -3.54906 -2.37435 0.70049 0.09 -0.02 0.34
C -0.71456 -0.08415 -1.16093 -0.63 -0.24 0.79
C 0.35256 0.53795 -0.28255 -0.38 1.00 -0.47
O 1.31613 -0.43657 0.00153 -0.57 -2.14 -0.60
H -0.51800 -0.18387 -2.20621 1.09 -0.52 -0.49
H -1.58048 0.49473 -1.23058 -1.19 1.84 0.35
H -1.19114 -0.98770 -0.77866 0.84 -0.50 0.14
H 0.08776 0.92650 0.69398 -1.28 0.11 0.15
H 0.79037 1.41601 -0.75582 0.20 -0.04 -0.52
H 2.11204 -0.06462 0.30618 1.50 0.95 0.59
C 0.28554 4.15917 -1.59124 -0.70 -0.88 -0.92
O 1.06176 4.15480 -0.41878 -0.77 -0.17 0.68
H 0.78836 3.53554 -2.35248 -0.22 0.44 0.04
H 0.13404 5.17367 -1.94443 0.13 0.23 -0.23
H -0.72846 3.71640 -1.46862 0.65 0.19 0.47
H 1.96103 4.00206 -0.70962 0.62 -0.10 0.00
C -0.06140 -4.05450 -0.28382 1.78 -2.33 2.10
O -1.16599 -3.62715 -0.96035 -1.09 0.40 0.16
H -0.34414 -4.57410 0.66689 0.00 1.18 -0.24
H 0.71039 -3.25995 -0.08191 -0.76 -0.72 -0.06
H 0.42565 -4.95952 -0.73656 0.10 0.84 -0.57
H -0.76245 -3.04787 -1.60838 -0.31 0.47 -1.32
```
Forces are in eV/Å.

Results
Energy above the lowest of the compared OMol25 structures with the same formula, charge and spin   126.9 kcal per mole
SMILES   NC(N)=O.NC(N)=O.NC(N)=O.NC(N)=O.NC(N)=O.CCO.CCO.CO.CO
M   456.502 g/mol

---

Calculated values (hartree) of lowest unoccupied orbital energy for the records, taken in order: 0.0042; -0.0087.